DFT (the ωB97M-V functional and the def2-TZVPD basis) results for a cluster of 2 separate species, C2H7NS in total.

Each line ends with the Mulliken charge.
Element x y z (Å)
C 0.0789 0.1207 0.5988  -0.447
C 0.2425 0.2559 -0.8999  -0.509
S -0.5420 1.6331 -1.6328  -0.208
N 0.2000 -1.1873 1.1520  -0.516
H -0.8011 0.7213 0.8143  0.268
H 0.7724 0.8958 0.9806  0.252
H -0.1626 -0.7016 -1.3431  0.257
H 1.3199 0.2684 -1.1365  0.302
H -2.0861 1.2181 -0.5664  0.117
H -0.1871 -1.9345 0.6174  0.234
H 1.1652 -1.2900 1.4156  0.249

Results
Kohn-Sham gap, Ha: 0.31399
Strongest force on any atom, Eh/bohr: 0.0796
Charge: 0
E_HOMO, eV: -9.00
Lowest unoccupied orbital energy, eV: -0.455



DFT (the ωB97M-V functional and the def2-TZVPD basis) results for the molecule C5H8O2.

Each line ends with the Mulliken charge.
Element x y z (Å)
O -1.4125 0.3514 -2.0974  -0.523
C -0.6847 -0.2457 -1.1158  0.121
C 0.8202 0.0212 -0.9801  -0.806
C 0.5683 0.6057 0.4074  0.215
C 0.5900 -0.3237 1.6053  -0.534
C -0.7638 -0.9236 1.2009  -0.501
O -0.9121 0.4809 0.1890  -0.331
H -1.2379 1.2989 -2.0435  0.326
H -0.9827 -1.2926 -1.0593  0.485
H 1.4700 -0.8533 -1.0078  0.274
H 1.1409 0.7587 -1.7179  0.254
H 0.9265 1.6323 0.5625  0.346
H 1.4111 -1.0503 1.5967  0.268
H 0.6284 0.2455 2.5433  0.269
H -1.5616 -0.7053 1.9166  0.137

Results
Kohn-Sham gap, Ha: 0.29342
Strongest force on any atom, Eh/bohr: 0.0171
Charge: 0
E_HOMO, eV: -7.29
Lowest unoccupied orbital energy, eV: 0.697



DFT (the ωB97M-V functional and the def2-TZVPD basis) results for a cluster of 7 separate species, C31H55FNO23PS in total.

Each line ends with the Mulliken charge.
Element x y z (Å)
O 1.5010 -0.9979 3.8217  -0.651
P 0.6256 -0.0834 3.0272  0.580
N 0.3072 1.4590 3.8344  0.120
O -0.3056 1.3382 5.0684  -0.229
C -1.3026 0.3127 5.1223  -0.100
O -1.1281 -0.6571 5.7912  -0.411
C -2.6518 0.4162 4.3433  0.888
C -3.1570 -0.6635 3.4983  -0.296
C -4.4036 -0.4531 2.7824  -0.730
C -5.1165 0.8229 2.9435  -0.315
C -4.6311 1.9050 3.8035  -0.698
C -3.3717 1.6900 4.5209  -0.148
S -0.4837 2.5949 2.8170  1.083
O -1.1370 3.6453 3.5690  -0.588
O -1.3865 2.0105 1.8494  -0.520
F 0.7110 3.3527 1.9808  -0.069
H -0.5455 -0.7496 2.5786  0.076
H 1.3663 0.2723 1.8482  0.110
H -2.5419 -1.5959 3.4581  0.462
H -4.7621 -1.2718 2.1147  0.366
H -6.0634 0.9171 2.3560  0.347
H -5.2196 2.8421 3.9140  0.391
H -3.0045 2.5059 5.1836  0.359
C -1.2552 0.0732 9.1780  -1.021
C -2.0499 1.0759 9.9907  -0.234
O -3.4594 0.8426 9.8660  -0.347
C -3.9421 -0.1696 10.5951  0.769
O -3.3095 -0.8758 11.3375  -0.550
O -5.2526 -0.2765 10.3380  -0.332
C -5.8800 -1.3832 10.9849  -0.638
H -1.5946 0.0639 8.1413  0.183
H -0.1912 0.3140 9.2012  0.396
H -1.3855 -0.9389 9.5639  0.325
H -1.8672 2.0811 9.6073  0.308
H -1.7504 1.0723 11.0407  0.325
H -5.6858 -1.3769 12.0575  0.294
H -5.5372 -2.3179 10.5389  0.289
H -6.9534 -1.2944 10.8261  0.225
C 3.2635 4.0979 -0.0052  -0.653
C 3.9840 3.9329 1.3192  -0.096
O 5.3409 3.5167 1.1155  -0.350
C 6.1906 4.4799 0.7419  0.753
O 5.9201 5.6414 0.5763  -0.555
O 7.3943 3.9207 0.5587  -0.338
C 8.3832 4.8246 0.0652  -0.661
H 3.3470 3.1884 -0.6041  0.049
H 2.2079 4.3221 0.1536  0.122
H 3.6997 4.9067 -0.5936  0.386
H 3.4998 3.1463 1.9001  0.185
H 3.9446 4.8453 1.9175  0.321
H 8.4512 5.7159 0.6889  0.297
H 8.1573 5.0957 -0.9672  0.294
H 9.3426 4.3107 0.0886  0.234
C 3.6418 -1.7405 -5.7039  -1.065
C 2.8843 -1.5820 -4.4007  0.006
O 3.7700 -1.2221 -3.3329  -0.384
C 4.1436 0.0630 -3.3035  0.734
O 3.7962 0.9212 -4.0738  -0.555
O 4.9904 0.2242 -2.2794  -0.352
C 5.5419 1.5381 -2.1856  -0.556
H 4.4723 -2.4392 -5.5820  0.307
H 2.9827 -2.1072 -6.4928  0.283
H 4.0701 -0.7911 -6.0292  0.337
H 2.4352 -2.5377 -4.1245  0.170
H 2.0718 -0.8576 -4.4907  0.297
H 4.7589 2.2961 -2.1755  0.186
H 6.2328 1.7109 -3.0124  0.338
H 6.0977 1.6041 -1.2513  0.241
C 0.5565 -4.4837 -11.2280  -1.125
C 1.1389 -5.5167 -10.2843  -0.178
O 1.3557 -4.9620 -8.9800  -0.360
C 0.2638 -4.8424 -8.2170  0.717
O -0.8556 -5.1633 -8.5223  -0.552
O 0.6294 -4.2783 -7.0576  -0.220
C -0.4614 -4.0051 -6.1796  -0.553
H 1.1782 -3.5859 -11.2452  0.294
H 0.4828 -4.8843 -12.2402  0.371
H -0.4401 -4.1754 -10.9081  0.313
H 2.1156 -5.8351 -10.6515  0.297
H 0.5107 -6.4076 -10.2241  0.313
H -1.0694 -4.8946 -6.0129  0.292
H -1.0694 -3.1949 -6.5848  0.378
H -0.0511 -3.6839 -5.2230  0.018
C -2.1881 4.7384 0.1519  -0.611
C -2.8083 5.5124 -0.9934  -0.472
O -2.3912 6.8839 -0.9758  -0.363
C -1.1612 7.1161 -1.4479  0.814
O -0.4003 6.2906 -1.8849  -0.562
O -0.9123 8.4263 -1.3285  -0.351
C 0.4105 8.8010 -1.7128  -0.619
H -2.3907 5.2329 1.1047  0.317
H -2.5812 3.7217 0.1891  0.337
H -1.1031 4.6825 0.0469  0.038
H -3.8939 5.5170 -0.8842  0.338
H -2.5832 5.0538 -1.9585  0.329
H 0.6485 8.4422 -2.7142  0.289
H 1.1309 8.4193 -0.9878  0.283
H 0.4596 9.8886 -1.7131  0.225
C -0.0644 -6.8025 -3.1941  -1.082
C -0.8747 -5.8123 -2.3818  -0.162
O -2.2809 -6.0297 -2.5534  -0.353
C -2.7932 -7.0555 -1.8625  0.769
O -2.1875 -7.7840 -1.1196  -0.546
O -4.0955 -7.1448 -2.1596  -0.339
C -4.7510 -8.2613 -1.5581  -0.636
H -0.3732 -6.7837 -4.2418  0.241
H 1.0005 -6.5718 -3.1338  0.347
H -0.2140 -7.8223 -2.8367  0.369
H -0.6724 -4.7997 -2.7355  0.230
H -0.6062 -5.8437 -1.3240  0.358
H -4.5883 -8.2824 -0.4804  0.296
H -4.4030 -9.1881 -2.0163  0.290
H -5.8184 -8.1591 -1.7459  0.226

Results
SMILES: O=[PH2]N(OC(=O)c1ccccc1)S(=O)(=O)F.CCOC(=O)OC.CCOC(=O)OC.CCOC(=O)OC.CCOC(=O)OC.CCOC(=O)OC.CCOC(=O)OC
Kohn-Sham gap, Ha: 0.34208
Strongest force on any atom, Eh/bohr: 0.0975
Charge: 0
E_HOMO, eV: -9.97
Lowest unoccupied orbital energy, eV: -0.660



DFT (the ωB97M-V functional and the def2-TZVPD basis) results for the molecule C5H8O.

Each line ends with the Mulliken charge.
Element x y z (Å)
C 0.9393 1.6439 -0.0669  -0.648
C -0.3784 1.6141 -0.2351  -0.090
C -1.2961 0.5425 0.2878  -0.431
O -0.6273 -0.6033 0.7689  -0.382
C 0.0034 -1.3530 -0.1752  0.023
C 0.8944 -2.2762 0.1629  -0.672
H 1.4665 0.8687 0.4830  0.231
H 1.5372 2.4495 -0.4835  0.266
H -0.8799 2.4074 -0.7892  0.295
H -1.8685 0.9182 1.1431  0.302
H -2.0218 0.2627 -0.4926  0.324
H -0.2816 -1.1551 -1.2106  0.280
H 1.1425 -2.4397 1.2069  0.251
H 1.3703 -2.8797 -0.5995  0.253

Results
SMILES: C=CCOC=C
Kohn-Sham gap, Ha: 0.36748
Strongest force on any atom, Eh/bohr: 0.0050
Charge: 0
E_HOMO, eV: -8.87
Lowest unoccupied orbital energy, eV: 1.127



DFT (the ωB97M-V functional and the def2-TZVPD basis) results for a structure of composition C14H28Cl2NPSZr.

Each line ends with the Mulliken charge.
Element x y z (Å)
Zr 0.6875 -0.4260 1.5381  0.477
Cl -0.8626 1.2979 0.5590  -0.441
Cl 1.2051 -2.5539 0.4889  -0.456
H -0.8728 -1.1673 1.5517  -0.085
H 1.3163 0.0634 -0.0320  -0.048
P -0.1291 0.2167 -3.3235  0.027
C 0.2055 1.9638 -3.6231  0.343
C 1.1010 -0.9852 -3.9294  0.407
C -1.8803 -0.2291 -3.2665  0.517
C 1.1466 2.5767 -2.5481  -0.974
H -0.7944 2.4332 -3.5102  0.349
C 0.6920 2.1142 -5.0658  -1.455
H 1.6855 1.6613 -5.2025  0.236
H 0.7466 3.1840 -5.2967  0.467
H -0.0151 1.6509 -5.7683  0.293
H 0.7302 2.4386 -1.5375  0.088
H 1.2685 3.6593 -2.7186  0.428
H 2.1451 2.1164 -2.5802  0.189
H -2.3341 0.6466 -2.7627  0.306
C -2.2116 -1.4644 -2.3910  -1.374
C -2.3538 -0.2686 -4.7190  -1.396
H -2.3447 0.7314 -5.1697  0.298
H -3.3856 -0.6294 -4.7345  0.470
H -1.7398 -0.9304 -5.3422  0.251
H -1.5985 -1.5373 -1.4775  0.196
H -2.1181 -2.3985 -2.9569  0.292
H -3.2569 -1.3716 -2.0716  0.474
C 2.4750 -0.7358 -3.2683  -1.251
H 1.1349 -0.7620 -5.0152  0.514
C 0.6710 -2.4457 -3.6704  -1.403
H 2.8918 0.2373 -3.5555  0.233
H 3.1813 -1.5094 -3.6015  0.453
H 2.3755 -0.7859 -2.1718  0.118
H 0.6483 -2.6396 -2.5815  0.193
H 1.4210 -3.1093 -4.1260  0.488
H -0.3048 -2.6907 -4.1153  0.262
S 1.0288 -0.0896 4.0852  -0.469
C -0.6117 0.4113 4.3309  0.482
N -1.5937 -0.4955 3.9748  0.080
C -2.9164 -0.2617 4.2112  -0.221
C -3.2925 0.8611 4.9171  -0.545
C -2.3325 1.8428 5.2296  -0.113
C -0.9981 1.6415 4.8937  -0.562
H -1.2735 -1.3049 3.4084  0.310
H -3.6032 -1.0417 3.8631  0.407
H -4.3085 0.9488 5.2612  0.391
H -2.6160 2.7624 5.7392  0.392
H -0.2203 2.4020 4.9770  0.362

Results
Kohn-Sham gap, Ha: 0.15299
Strongest force on any atom, Eh/bohr: 0.0907
Charge: 0
E_HOMO, eV: -5.48
Lowest unoccupied orbital energy, eV: -1.313



In eV, the DFT total energy values for the records above are, in order, -14510.2363; -9404.4365; -104460.0388; -7360.3513; -62910.9698.